Entry 1:
Molecular formula: C3H17NO4
Method: DFT, the ωB97M-V functional and the def2-TZVPD basis

Output
HOMO: -8.39 eV
Relative energy (zero: lowest compared OMol25 entry of this formula, charge and spin): 0.594 eV
SMILES: CC(C)N.O.O.O.O
Orbital gap: 8.8 eV

Geometry as XYZ:
```
25
Properties=species:S:1:pos:R:3:forces:R:3
C -0.141012 1.813902 -0.781358 0.3 -0.3 -0.8
C 0.845097 2.045765 0.358789 -0.4 -2.3 0.6
C 0.128445 2.243011 1.727317 1.3 1.6 -0.8
N 1.714575 0.855795 0.460638 0.8 0.7 -0.2
H 0.239597 2.186888 -1.739222 -0.4 0.9 0.3
H -0.234797 0.771533 -1.096474 -0.2 -0.2 0.9
H -1.134433 2.153099 -0.496160 0.0 0.3 -0.5
H 1.461486 2.902283 0.128936 0.2 0.4 0.1
H 0.351246 3.281839 2.010808 -1.1 0.2 -0.1
H -0.920310 1.984598 1.703628 -0.1 0.0 0.2
H 0.678239 1.772577 2.515673 0.0 -1.0 0.4
H 1.502624 0.060571 -0.112713 -0.4 0.0 0.0
H 1.939368 0.601228 1.405653 -0.1 -0.2 0.0
H -0.977043 -1.541983 2.862110 -0.1 -0.5 -0.1
H -0.520178 -2.465739 1.635984 -0.6 -0.1 0.4
O -0.468953 -1.600606 2.050692 0.5 0.7 -0.2
H -2.775554 -1.297696 -1.482421 0.0 0.1 -0.1
H -1.558558 -1.853896 -0.730086 0.2 0.2 0.0
O -1.816691 -1.243031 -1.439241 -0.2 -0.2 0.1
H 1.228648 -0.454624 -2.690475 -0.1 0.0 0.0
H -0.172358 -1.050549 -2.367285 0.2 0.0 -0.1
O 0.743879 -1.279919 -2.602315 -0.1 -0.1 0.1
H -0.345398 -3.502918 -1.143173 0.2 0.0 0.0
H 0.575025 -3.099988 0.025858 0.1 0.1 -0.3
O -0.342955 -3.282142 -0.205170 -0.1 -0.2 0.2
```
Forces are in eV/Å.

Entry 2:
Molecular formula: C21H28N4O5
Method: DFT, the ωB97M-V functional and the def2-TZVPD basis

Output
HOMO: -9.09 eV
Relative energy (zero: lowest compared OMol25 entry of this formula, charge and spin): 0.000 eV
SMILES: CCCCCn1c(=O)[nH]c2cc(C(=O)N3CCN(C(=O)OCC)CC3)ccc2c1=O
Orbital gap: 9.1 eV

Geometry as XYZ:
```
58
Properties=species:S:1:pos:R:3:forces:R:3
C 7.874468 2.241833 1.254089 0.0 -0.2 0.1
C 7.618867 0.746057 1.391079 -0.2 0.2 -0.2
C 6.679686 0.231286 0.303294 0.2 -0.3 0.3
C 6.402312 -1.262498 0.453957 -0.2 0.2 -0.3
C 5.562760 -1.821998 -0.694293 0.4 -0.3 0.2
N 4.266264 -1.159261 -0.787021 0.1 -0.2 0.1
C 4.107271 -0.214937 -1.782851 -0.3 0.2 -0.2
O 4.962260 0.049480 -2.594859 0.2 0.1 -0.1
N 2.886272 0.416628 -1.810494 0.0 0.3 -0.3
C 1.859248 0.183063 -0.932248 -0.2 -0.4 0.5
C 0.659648 0.888236 -1.004838 -0.1 -0.1 0.1
C -0.353754 0.620561 -0.101752 0.4 0.0 0.1
C -0.170340 -0.339372 0.897437 0.0 0.0 0.0
C 1.014176 -1.037564 0.971514 0.1 0.1 -0.1
C 2.036472 -0.789222 0.056790 -0.3 0.2 -0.1
C 3.303197 -1.525380 0.143013 -0.1 0.0 0.0
O 3.521092 -2.396363 0.957196 0.0 0.0 0.1
H 1.184262 -1.783836 1.732148 0.0 -0.1 0.1
H -0.951894 -0.518382 1.619558 -0.1 0.0 0.1
C -1.589215 1.470804 -0.134356 0.0 0.0 -0.1
O -1.522518 2.666848 0.080193 0.2 0.2 0.0
N -2.755796 0.847190 -0.412522 -0.2 0.0 -0.1
C -2.935782 -0.552288 -0.718669 -0.1 -0.5 0.1
H -1.973620 -1.062304 -0.749482 -0.1 0.0 -0.1
C -3.853133 -1.193429 0.331668 0.1 -0.3 -0.3
N -5.087122 -0.447041 0.424954 0.0 0.1 0.1
C -6.241108 -1.001798 -0.024936 0.0 0.0 0.1
O -6.337218 -2.149725 -0.390344 -0.2 -0.3 -0.2
O -7.273132 -0.135177 0.016470 0.2 0.2 0.1
C -8.536962 -0.674615 -0.374325 -0.4 -0.3 -0.2
C -9.598112 0.381590 -0.130281 0.5 -0.2 0.0
H -9.380830 1.273672 -0.711633 0.0 0.1 -0.1
H -10.569688 -0.005362 -0.422497 -0.1 0.0 0.0
H -9.624086 0.650376 0.922312 -0.1 0.0 0.1
H -8.732158 -1.580770 0.209094 0.0 0.1 -0.1
H -8.491021 -0.956154 -1.432439 0.0 0.0 0.2
C -4.909555 0.959017 0.710119 0.0 0.3 -0.2
H -5.880290 1.450153 0.723187 0.1 0.0 0.1
C -4.000096 1.586373 -0.351803 -0.2 0.3 0.3
H -3.763026 2.621466 -0.101346 -0.1 -0.1 -0.1
H -4.492383 1.548809 -1.329852 0.0 0.0 0.0
H -4.439816 1.058610 1.695253 0.0 0.1 0.0
H -4.098886 -2.219251 0.054469 0.1 0.1 0.1
H -3.361694 -1.186312 1.310472 0.0 0.0 0.0
H -3.413272 -0.636965 -1.702846 0.1 0.0 0.0
H 0.523204 1.650234 -1.757363 0.0 0.1 -0.1
H 2.775182 1.118188 -2.530494 0.2 -0.2 0.1
H 5.377641 -2.886180 -0.530984 0.0 0.1 -0.1
H 6.068382 -1.669545 -1.648719 -0.1 -0.1 0.1
H 5.886081 -1.451654 1.396884 0.1 -0.1 0.0
H 7.346566 -1.809630 0.472600 0.0 -0.1 0.0
H 5.739463 0.786743 0.355639 0.0 0.1 -0.1
H 7.118304 0.421281 -0.678667 0.0 0.1 -0.1
H 7.182636 0.539368 2.371198 0.0 -0.1 0.1
H 8.567928 0.208696 1.331533 0.0 -0.1 0.1
H 8.551704 2.588232 2.031301 0.1 0.1 0.0
H 6.942926 2.797577 1.338164 -0.1 0.1 0.0
H 8.318224 2.464656 0.286313 0.0 0.1 -0.1
```
Forces are in eV/Å.

Entry 3:
Molecular formula: CBr2F2
Method: DFT, the ωB97M-V functional and the def2-TZVPD basis

Output
HOMO (spin up / spin down): -8.04 / -11.05 eV
Relative energy (zero: lowest compared OMol25 entry of this formula, charge and spin): 0.000 eV
Spin multiplicity: 3
Orbital gap (spin up / spin down): 8.5 / 6.8 eV
⟨S²⟩: 2.007

Geometry as XYZ:
```
5
Properties=species:S:1:pos:R:3:forces:R:3
C -0.144465 -0.128635 -0.301855 -0.3 -0.4 0.5
F 0.723943 1.222851 1.452559 0.4 0.2 0.4
F -0.018662 0.788331 -1.213556 0.1 0.7 -1.0
Br 1.282962 -1.252478 -0.068834 0.5 -0.2 0.1
Br -1.843779 -0.630071 0.131685 -0.7 -0.3 0.0
```
Forces are in eV/Å.